(1)
C41H35BGeMoN9O4S2 as an isolated structure. Source: the OMol25 dataset; level of theory: wB97M-V/def2-TZVPD.

Results
Net charge: -1
E_HOMO (spin up / spin down) in eV: -4.6 / -4.7
E_LUMO (spin up / spin down) in eV: 2.23 / 2.23
Orbital gap (spin up / spin down) in eV: 6.856 / 6.969
Multiplicity: 3

Cartesian coordinates (Å):
Mo (1.46, 0.17, -0.21)
C (4.69, 2.78, 1.67)
C (4.22, 2.05, 0.58)
N (3.16, 1.33, 0.93)
N (2.93, 1.59, 2.23)
C (3.84, 2.46, 2.70)
B (1.69, 1.04, 2.96)
N (1.68, -0.49, 2.74)
C (2.00, -1.40, 3.67)
C (2.30, -2.58, 3.04)
C (2.15, -2.30, 1.68)
N (1.75, -1.04, 1.51)
N (0.46, 1.66, 2.29)
C (-0.48, 2.49, 2.76)
C (-1.32, 2.83, 1.72)
C (-0.80, 2.15, 0.61)
N (0.28, 1.46, 0.98)
H (5.54, 3.45, 1.71)
H (4.60, 2.02, -0.42)
H (3.81, 2.80, 3.72)
H (1.72, 1.28, 4.13)
H (2.00, -1.14, 4.72)
H (2.57, -3.52, 3.48)
H (2.35, -2.96, 0.86)
H (-0.51, 2.77, 3.80)
H (-2.17, 3.48, 1.74)
H (-1.14, 2.14, -0.41)
C (1.73, 6.07, 1.13)
C (1.69, 5.37, -0.19)
N (1.59, 4.08, -0.39)
C (1.59, 3.89, -1.74)
C (1.70, 5.12, -2.37)
N (1.76, 6.04, -1.36)
C (1.70, 5.61, -3.76)
O (1.64, 4.70, -4.70)
O (1.74, 6.81, -3.98)
C (1.46, 2.57, -2.45)
O (1.36, 2.64, -3.69)
O (1.43, 1.46, -1.84)
H (1.40, 5.39, 1.91)
H (1.08, 6.94, 1.11)
H (2.74, 6.39, 1.35)
H (1.85, 7.03, -1.53)
H (1.54, 3.76, -4.28)
S (4.44, 0.33, -2.30)
C (3.50, -1.03, -2.29)
N (2.51, -1.36, -1.44)
C (2.00, -2.63, -1.71)
C (1.01, -3.32, -1.01)
C (0.66, -4.61, -1.37)
C (1.26, -5.24, -2.45)
C (2.24, -4.58, -3.18)
C (2.60, -3.30, -2.79)
S (3.83, -2.30, -3.50)
H (0.52, -2.85, -0.17)
H (-0.10, -5.13, -0.81)
H (0.96, -6.25, -2.72)
H (2.73, -5.05, -4.02)
C (-0.27, -0.42, -0.99)
Ge (-1.87, -1.23, -0.28)
C (-3.49, -0.08, -0.32)
C (-4.49, -0.19, 0.65)
C (-5.66, 0.55, 0.55)
C (-5.85, 1.42, -0.51)
C (-4.87, 1.54, -1.49)
C (-3.70, 0.79, -1.39)
C (-1.67, -1.78, 1.61)
C (-1.81, -0.81, 2.60)
C (-1.69, -1.13, 3.94)
C (-1.41, -2.43, 4.32)
C (-1.24, -3.41, 3.35)
C (-1.38, -3.09, 2.01)
C (-2.45, -2.78, -1.38)
C (-1.93, -2.93, -2.67)
C (-2.32, -3.99, -3.48)
C (-3.24, -4.92, -3.01)
C (-3.78, -4.77, -1.74)
C (-3.39, -3.71, -0.94)
H (-0.51, -0.08, -2.01)
H (-4.35, -0.86, 1.48)
H (-6.42, 0.47, 1.32)
H (-6.76, 1.99, -0.59)
H (-5.01, 2.22, -2.32)
H (-2.93, 0.89, -2.15)
H (-2.03, 0.21, 2.30)
H (-1.83, -0.36, 4.69)
H (-1.32, -2.69, 5.37)
H (-1.02, -4.43, 3.64)
H (-1.27, -3.86, 1.25)
H (-1.19, -2.23, -3.03)
H (-1.90, -4.09, -4.47)
H (-3.53, -5.76, -3.64)
H (-4.50, -5.49, -1.38)
H (-3.82, -3.60, 0.05)

---

(2)
C41H35BGeMoN9O4S2 as an isolated structure. Source: the OMol25 dataset; level of theory: wB97M-V/def2-TZVPD.

Results
Net charge: -1
E_HOMO (spin up / spin down) in eV: -4.5 / -5.0
E_LUMO (spin up / spin down) in eV: 2.41 / 2.41
Orbital gap (spin up / spin down) in eV: 6.860 / 7.400
Multiplicity: 3

Cartesian coordinates (Å):
Mo (-0.17, 1.24, -0.44)
C (-2.20, 5.26, -0.31)
C (-1.45, 4.24, 0.30)
N (-1.10, 3.33, -0.59)
N (-1.60, 3.73, -1.79)
C (-2.28, 4.88, -1.64)
B (-1.48, 2.78, -3.02)
N (0.01, 2.49, -3.24)
C (0.82, 2.83, -4.26)
C (2.10, 2.41, -3.96)
C (1.98, 1.79, -2.71)
N (0.72, 1.85, -2.29)
N (-2.22, 1.46, -2.66)
C (-3.39, 1.02, -3.14)
C (-3.84, -0.01, -2.34)
C (-2.87, -0.13, -1.35)
N (-1.89, 0.75, -1.54)
H (-2.63, 6.13, 0.15)
H (-1.16, 4.13, 1.34)
H (-2.75, 5.35, -2.48)
H (-1.98, 3.30, -3.99)
H (0.43, 3.36, -5.12)
H (2.99, 2.52, -4.56)
H (2.73, 1.33, -2.08)
H (-3.81, 1.47, -4.03)
H (-4.74, -0.59, -2.45)
H (-2.84, -0.79, -0.49)
C (-0.04, 3.08, 5.27)
C (0.77, 3.54, 4.10)
N (0.91, 2.88, 2.98)
C (1.72, 3.64, 2.18)
C (2.08, 4.80, 2.85)
N (1.45, 4.71, 4.06)
C (2.88, 6.04, 2.61)
O (3.52, 6.15, 1.48)
O (2.91, 6.89, 3.47)
C (2.04, 3.17, 0.79)
O (2.80, 3.84, 0.08)
O (1.52, 2.08, 0.41)
H (-0.93, 2.58, 4.91)
H (-0.32, 3.92, 5.91)
H (0.53, 2.37, 5.88)
H (1.53, 5.42, 4.77)
H (3.38, 5.32, 0.89)
S (-1.65, 1.06, 1.63)
C (-0.96, 0.06, 2.86)
N (0.19, -0.54, 2.93)
C (0.33, -1.31, 4.08)
C (1.43, -2.10, 4.39)
C (1.43, -2.84, 5.56)
C (0.34, -2.81, 6.43)
C (-0.77, -2.02, 6.15)
C (-0.76, -1.28, 4.97)
S (-1.98, -0.24, 4.30)
H (2.27, -2.13, 3.70)
H (2.29, -3.46, 5.80)
H (0.35, -3.40, 7.34)
H (-1.62, -2.00, 6.81)
C (0.72, -0.52, -0.37)
Ge (0.36, -2.22, -1.23)
C (-1.32, -3.04, -0.65)
C (-1.78, -2.78, 0.65)
C (-2.95, -3.36, 1.13)
C (-3.69, -4.20, 0.30)
C (-3.25, -4.47, -0.99)
C (-2.07, -3.90, -1.46)
C (0.31, -1.86, -3.17)
C (-0.89, -1.82, -3.89)
C (-0.91, -1.39, -5.22)
C (0.26, -1.00, -5.85)
C (1.46, -1.02, -5.14)
C (1.48, -1.44, -3.81)
C (1.64, -3.68, -0.91)
C (1.59, -4.34, 0.33)
C (2.41, -5.42, 0.61)
C (3.31, -5.87, -0.35)
C (3.39, -5.23, -1.58)
C (2.56, -4.14, -1.85)
H (1.71, -0.57, 0.10)
H (-1.21, -2.10, 1.29)
H (-3.28, -3.14, 2.14)
H (-4.61, -4.65, 0.67)
H (-3.82, -5.13, -1.63)
H (-1.73, -4.13, -2.46)
H (-1.82, -2.11, -3.42)
H (-1.86, -1.36, -5.76)
H (0.25, -0.67, -6.88)
H (2.38, -0.69, -5.62)
H (2.41, -1.40, -3.26)
H (0.88, -4.00, 1.09)
H (2.34, -5.92, 1.57)
H (3.95, -6.72, -0.14)
H (4.09, -5.57, -2.32)
H (2.62, -3.67, -2.83)

---

Each structure's energy above the most stable one, in kJ/mol: (1) 26.2; (2) 0.0.

---

(1)
C23H26LuN3O as an isolated structure. Source: the OMol25 dataset; level of theory: wB97M-V/def2-TZVPD.

Results
E_HOMO in eV: -6.9
E_LUMO in eV: 0.09
Orbital gap in eV: 6.946

Cartesian coordinates (Å):
Lu (-1.13, 0.66, -0.37)
C (-2.64, 1.76, 1.27)
C (-3.20, 0.50, 0.97)
C (-3.60, 0.51, -0.39)
C (-3.31, 1.79, -0.92)
C (-2.70, 2.56, 0.10)
H (-2.41, 2.12, 2.26)
H (-3.45, -0.26, 1.69)
H (-4.18, -0.25, -0.88)
H (-3.56, 2.15, -1.90)
H (-2.48, 3.61, 0.05)
C (-0.11, -3.15, 0.49)
C (0.32, -1.73, 0.26)
N (-0.17, -1.09, -0.85)
N (0.84, -0.25, -1.39)
C (0.54, 0.81, -2.08)
O (-0.66, 1.36, -2.10)
C (1.64, 1.48, -2.81)
C (2.85, 0.82, -3.04)
C (3.87, 1.45, -3.73)
C (3.69, 2.75, -4.19)
C (2.49, 3.41, -3.96)
C (1.47, 2.78, -3.28)
C (1.28, -1.11, 1.06)
C (1.17, 0.39, 1.43)
C (2.55, 0.95, 1.58)
C (3.55, 0.14, 1.94)
C (3.34, -1.29, 2.05)
N (2.26, -1.86, 1.60)
H (-0.74, -3.49, -0.33)
H (-0.65, -3.26, 1.43)
H (0.79, -3.77, 0.55)
H (2.97, -0.19, -2.67)
H (4.80, 0.94, -3.90)
H (4.49, 3.25, -4.72)
H (2.36, 4.43, -4.32)
H (0.52, 3.27, -3.11)
H (0.63, 1.01, 0.66)
H (2.71, 2.00, 1.37)
H (4.55, 0.52, 2.10)
H (4.13, -1.93, 2.42)
C (-0.20, -0.80, 4.79)
C (0.83, 0.05, 4.04)
C (1.28, 1.23, 4.90)
C (0.27, 0.54, 2.69)
H (0.19, -1.11, 5.75)
H (-0.44, -1.69, 4.21)
H (-1.13, -0.24, 4.96)
H (1.69, -0.58, 3.87)
H (0.43, 1.86, 5.18)
H (2.00, 1.85, 4.35)
H (1.77, 0.89, 5.81)
H (-0.01, 1.59, 2.80)
H (-0.66, -0.02, 2.47)

---

(2)
C23H26LuN3O as an isolated structure. Source: the OMol25 dataset; level of theory: wB97M-V/def2-TZVPD.

Results
E_HOMO in eV: -7.5
E_LUMO in eV: -0.62
Orbital gap in eV: 6.894

Cartesian coordinates (Å):
Lu (0.73, -0.22, 1.04)
C (2.07, -0.89, 3.15)
C (2.06, -2.06, 2.36)
C (0.73, -2.54, 2.31)
C (-0.08, -1.68, 3.07)
C (0.74, -0.65, 3.58)
H (2.94, -0.32, 3.43)
H (2.93, -2.54, 1.95)
H (0.40, -3.43, 1.80)
H (-1.14, -1.78, 3.23)
H (0.42, 0.16, 4.22)
C (-1.37, -1.26, -2.96)
C (-0.46, -1.26, -1.77)
N (-0.80, -0.87, -0.61)
N (-2.12, -0.48, -0.41)
C (-2.19, 0.21, 0.71)
O (-1.20, 0.53, 1.45)
C (-3.56, 0.63, 1.15)
C (-4.67, 0.42, 0.33)
C (-5.93, 0.78, 0.77)
C (-6.10, 1.35, 2.03)
C (-4.99, 1.58, 2.84)
C (-3.72, 1.22, 2.39)
C (0.96, -1.71, -1.92)
C (1.45, -2.15, -3.13)
C (2.79, -2.54, -3.21)
C (3.58, -2.47, -2.08)
C (3.00, -2.01, -0.91)
N (1.73, -1.64, -0.82)
H (-2.38, -0.99, -2.66)
H (-1.39, -2.24, -3.44)
H (-1.01, -0.54, -3.70)
H (-4.53, -0.03, -0.64)
H (-6.79, 0.61, 0.13)
H (-7.09, 1.62, 2.38)
H (-5.11, 2.03, 3.81)
H (-2.85, 1.39, 3.01)
H (0.81, -2.19, -4.00)
H (3.19, -2.89, -4.15)
H (4.62, -2.75, -2.10)
H (3.59, -1.91, 0.00)
C (2.70, 3.83, -0.84)
C (2.61, 2.32, -0.64)
C (2.68, 1.63, -2.00)
C (1.35, 1.91, 0.15)
H (3.60, 4.13, -1.40)
H (2.71, 4.36, 0.11)
H (1.83, 4.19, -1.40)
H (3.50, 2.02, -0.07)
H (1.79, 1.89, -2.59)
H (2.71, 0.54, -1.91)
H (3.55, 1.94, -2.57)
H (0.47, 2.16, -0.47)
H (1.25, 2.59, 1.01)

---

Each structure's energy above the most stable one, in kJ/mol: (1) 340.0; (2) 0.0.

---

(1)
A 2-piece molecular cluster, C11H15NO overall. Source: the OMol25 dataset; level of theory: wB97M-V/def2-TZVPD.

Results
E_HOMO in eV: -8.0
E_LUMO in eV: 0.81
Orbital gap in eV: 8.849
SMILES: Cc1c[nH]c2ccccc12.CCO

Cartesian coordinates (Å):
C (2.21, -1.41, -1.07)
C (1.13, -1.29, -0.04)
C (1.29, -1.13, 1.32)
C (-0.28, -1.14, -0.35)
C (-0.87, -0.83, 0.89)
C (-1.05, -1.13, -1.52)
C (-2.25, -0.66, 0.96)
C (-2.41, -0.86, -1.45)
C (-3.01, -0.61, -0.19)
N (0.06, -0.85, 1.88)
H (3.15, -0.98, -0.72)
H (1.98, -0.80, -1.95)
H (2.19, -1.09, 1.91)
H (-0.18, -0.88, 2.87)
H (-0.60, -1.31, -2.48)
H (-2.87, -0.56, 1.85)
H (-2.98, -0.88, -2.36)
H (-4.07, -0.48, -0.11)
H (2.36, -2.46, -1.30)
C (1.54, 2.26, -0.05)
C (1.72, 3.63, 0.61)
O (0.40, 2.18, -0.91)
H (2.35, 2.12, -0.77)
H (1.50, 1.55, 0.77)
H (1.10, 3.58, 1.52)
H (-0.10, 1.41, -0.67)
H (1.28, 4.46, 0.07)
H (2.72, 3.76, 1.01)

---

(2)
A 2-piece molecular cluster, C11H15NO overall. Source: the OMol25 dataset; level of theory: wB97M-V/def2-TZVPD.

Results
E_HOMO in eV: -7.8
E_LUMO in eV: 0.90
Orbital gap in eV: 8.731
SMILES: Cc1c[nH]c2ccccc12.CCO

Cartesian coordinates (Å):
C (-0.76, 2.83, -0.40)
C (0.99, 1.12, 0.59)
C (0.44, 2.43, 0.39)
C (2.07, 1.21, 1.50)
C (1.22, 3.29, 1.11)
C (0.65, -0.08, -0.02)
C (1.41, -1.22, 0.24)
C (2.48, -1.05, 1.12)
C (2.94, 0.13, 1.72)
N (2.22, 2.55, 1.75)
H (0.08, -0.04, -0.94)
H (1.22, -2.16, -0.26)
H (3.04, -1.95, 1.37)
H (-0.77, 2.56, -1.46)
H (-0.91, 3.91, -0.33)
H (1.44, 4.34, 1.19)
H (3.01, 2.95, 2.22)
H (3.81, 0.21, 2.34)
H (-1.65, 2.35, 0.01)
C (-1.89, -2.50, -1.34)
C (-3.37, -2.10, -1.34)
O (-1.74, -3.82, -1.86)
H (-1.29, -1.96, -2.07)
H (-1.48, -2.39, -0.34)
H (-3.70, -1.08, -1.14)
H (-1.86, -4.47, -1.16)
H (-3.85, -2.71, -0.56)
H (-3.75, -2.35, -2.33)

---

Each structure's energy above the most stable one, in kJ/mol: (1) 0.0; (2) 30.9.

---

(1)
A 2-piece molecular cluster, C4H7O4 overall. Source: the OMol25 dataset; level of theory: wB97M-V/def2-TZVPD.

Results
Net charge: -1
E_HOMO in eV: -4.2
E_LUMO in eV: 3.71
Orbital gap in eV: 7.943

Cartesian coordinates (Å):
O (-2.10, 0.73, 1.55)
C (-1.41, 0.62, 0.49)
O (-0.93, 1.69, -0.03)
C (-1.18, -0.74, -0.30)
C (0.39, -0.95, -0.38)
C (0.94, -2.16, 0.27)
O (2.02, -2.55, -0.04)
H (-1.71, -0.58, -1.17)
H (-1.67, -1.57, 0.28)
H (0.77, -0.80, -1.39)
H (0.79, 0.01, 0.12)
H (0.27, -2.59, 1.05)
H (1.61, 2.99, -0.37)
H (1.03, 2.07, -1.26)
O (1.82, 2.60, -1.19)

---

(2)
A 2-piece molecular cluster, C4H7O4 overall. Source: the OMol25 dataset; level of theory: wB97M-V/def2-TZVPD.

Results
Net charge: -1
E_HOMO in eV: -5.0
E_LUMO in eV: 3.85
Orbital gap in eV: 8.876

Cartesian coordinates (Å):
O (0.60, -1.72, 2.19)
C (0.61, -0.74, 1.47)
O (1.64, -0.08, 1.05)
C (-0.79, -0.08, 1.10)
C (-1.51, -0.28, -0.20)
C (-0.75, 0.60, -1.24)
O (-1.30, 1.55, -1.74)
H (-0.71, 1.06, 1.20)
H (-1.48, -0.45, 2.01)
H (-1.61, -1.32, -0.69)
H (-2.57, 0.06, -0.39)
H (0.25, 0.44, -1.49)
H (2.74, -0.06, -1.79)
H (2.18, 0.43, -0.32)
O (2.70, 0.58, -1.16)

---

Each structure's energy above the most stable one, in kJ/mol: (1) 0.0; (2) 18.6.